# 1
Formula: C5H7NO3
Source: OMol25
Level of theory: ωB97M-V with the def2-TZVPD basis set

Cartesian coordinates (Å):
H -0.508 2.612 -0.857
N 0.250 1.955 -1.029
C 0.172 0.847 -0.448
C 1.723 0.348 0.275
O 2.156 0.902 1.246
O 2.515 -0.273 -0.638
C -0.738 -0.100 0.004
C -2.216 0.139 0.096
C -0.100 -1.202 0.611
O 0.624 -2.153 0.003
H 3.443 -0.203 -0.354
H -2.451 1.193 0.243
H -2.630 -0.413 0.943
H -2.736 -0.213 -0.799
H -0.530 -1.629 1.516
H 1.027 -1.810 -0.812

SMILES string = [H]/N=C(C(=O)O)\C(C)=C/O
ΔE to the lowest compared entry with this formula, charge and spin = 440.0 kJ/mol
E_tot = -12927.624 eV
HOMO-LUMO gap (spin up / spin down) = 0.291 / 0.291 hartree
total charge = 0
molecular weight = 129.115 Da

Here are the Löwdin charges for atoms 1 to 8, given in e:
1 H 0.07
2 N 0.15
3 C -0.28
4 C -0.45
5 O 0.11
6 O 0.07
7 C -0.24
8 C -0.04

=====

# 2
Formula: C3H7NO
Source: OMol25
Level of theory: ωB97M-V with the def2-TZVPD basis set

Cartesian coordinates (Å):
C -1.928 -0.285 -0.269
N -0.556 0.012 0.156
C 0.599 -0.131 -0.526
C 1.781 0.343 0.449
O 0.788 -0.533 -1.653
H -1.950 -1.184 -0.901
H -2.384 0.529 -0.850
H -2.570 -0.476 0.596
H -0.132 0.373 1.006
H 2.194 1.271 0.050
H 2.512 -0.456 0.400
H 1.646 0.539 1.542

SMILES string = CNC(C)=O
ΔE to the lowest compared entry with this formula, charge and spin = 99.8 kJ/mol
E_tot = -6761.717 eV
HOMO-LUMO gap = 0.391 hartree
total charge = 0
molecular weight = 73.095 Da

Here are the Löwdin charges for atoms 1 to 8, given in e:
1 C -0.06
2 N -0.01
3 C -0.55
4 C -0.02
5 O 0.05
6 H 0.09
7 H 0.08
8 H 0.08